Entry 1:
{
  "formula": "C16H35CdN3O2P",
  "method": "the ωB97M-V functional and the def2-TZVPD basis",
  "molar_mass_g_mol": 444.861,
  "orbital_gap_ev": 3.2,
  "total_charge": 1,
  "symbols": ["C", "C", "C", "C", "C", "P", "N", "C", "C", "C", "C", "N", "C", "C", "O", "O", "C", "N", "C", "C", "C", "C", "H", "H", "H", "H", "H", "H", "H", "H", "H", "H", "H", "H", "H", "H", "H", "H", "H", "H", "H", "H", "H", "H", "H", "H", "H", "H", "H", "H", "H", "H", "H", "H", "H", "H", "H", "Cd"],
  "positions_angstrom": [[1.32, 3.23, 2.13], [1.23, 3.69, 0.64], [-0.15, 3.23, 0.05], [-0.05, 1.73, -0.50], [-1.48, 1.15, -0.40], [-1.73, -0.74, -0.80], [-2.47, -0.43, -2.38], [-0.03, -0.94, -1.74], [1.17, -1.32, -0.79], [2.55, -0.82, -1.39], [3.73, -1.69, -0.78], [4.92, -0.92, -0.41], [5.09, -0.77, 1.03], [3.91, -0.70, 2.04], [6.20, -0.66, 1.45], [-1.89, -2.53, -0.97], [-2.58, -2.88, -2.02], [-2.81, -3.31, -3.05], [-3.42, -0.78, 0.15], [-4.29, 0.52, 0.11], [-3.13, -1.03, 1.69], [-2.94, -2.54, 2.03], [2.38, 3.12, 2.42], [0.77, 2.26, 2.20], [0.77, 3.94, 2.78], [2.06, 3.25, 0.03], [1.31, 4.79, 0.50], [-1.00, 3.37, 0.75], [-0.34, 3.87, -0.84], [0.70, 1.24, 0.17], [0.33, 1.85, -1.54], [-1.73, 1.25, 0.69], [-2.12, 1.81, -1.03], [-1.08, -1.03, 0.45], [-3.46, -0.22, -2.37], [-2.00, 0.34, -2.86], [0.22, -0.13, -2.47], [-0.10, -1.85, -2.39], [1.22, -2.43, -0.72], [1.07, -0.91, 0.23], [2.55, -0.83, -2.51], [2.71, 0.22, -0.99], [3.34, -2.34, 0.04], [4.03, -2.39, -1.61], [4.91, 0.02, -0.79], [3.02, -0.20, 1.60], [4.23, -0.16, 2.96], [3.66, -1.74, 2.35], [-4.10, -1.62, -0.12], [-4.24, 1.11, -0.83], [-5.34, 0.26, 0.38], [-3.95, 1.21, 0.92], [-4.07, -0.71, 2.20], [-2.33, -0.36, 2.09], [-3.82, -3.07, 1.57], [-2.98, -2.77, 3.11], [-2.04, -3.00, 1.57], [2.31, 0.36, -4.04]]
}

---

Entry 2:
{
  "formula": "C6H7NO",
  "method": "the ωB97M-V functional and the def2-TZVPD basis",
  "molar_mass_g_mol": 109.128,
  "orbital_gap_ev": 8.9,
  "total_charge": 0,
  "symbols": ["C", "C", "C", "C", "C", "C", "H", "H", "H", "H", "H", "H", "H", "N", "O"],
  "positions_angstrom": [[0.38, -0.82, 2.32], [0.91, -0.59, -0.26], [0.25, 0.19, -1.20], [-0.22, 0.53, -2.58], [-0.76, 0.97, -0.71], [-0.81, 0.77, 0.66], [-0.59, -1.13, 2.65], [1.10, -1.69, 2.15], [0.79, -0.13, 3.10], [1.69, -1.36, -0.32], [-0.64, -0.30, -3.14], [0.38, 1.23, -3.20], [-1.40, 1.25, 1.48], [0.20, -0.22, 0.97], [-1.28, 1.30, -1.92]]
}

---

Entry 3:
{
  "formula": "C15H21Cl2N5OPS",
  "method": "the ωB97M-V functional and the def2-TZVPD basis",
  "molar_mass_g_mol": 421.314,
  "orbital_gap_ev": 8.3,
  "smiles": "C/C(Cl)=C(\\Cl)n1[nH]c(CCCS)n/c1=[N+](/Cc1ccccc1)P(N)O",
  "total_charge": 1,
  "symbols": ["C", "C", "Cl", "C", "Cl", "N", "N", "C", "C", "C", "C", "S", "N", "C", "N", "C", "C", "C", "C", "C", "C", "C", "P", "N", "O", "H", "H", "H", "H", "H", "H", "H", "H", "H", "H", "H", "H", "H", "H", "H", "H", "H", "H", "H", "H", "H"],
  "positions_angstrom": [[1.61, -2.99, 2.72], [0.92, -1.75, 1.96], [1.05, -0.11, 2.72], [0.23, -1.92, 0.74], [0.12, -3.65, 0.09], [-0.40, -0.88, -0.07], [-1.71, -0.67, 0.28], [-2.34, 0.34, -0.54], [-3.82, 0.92, -0.56], [-4.93, -0.07, 0.05], [-6.37, 0.62, -0.32], [-6.81, 2.01, 0.83], [-1.23, 0.69, -1.43], [0.00, -0.02, -1.15], [1.23, 0.03, -1.68], [2.44, -0.73, -1.28], [3.12, 0.02, -0.04], [2.69, 1.49, 0.33], [3.38, 2.22, 1.54], [4.48, 1.46, 2.36], [4.90, 0.00, 1.98], [4.21, -0.74, 0.78], [1.46, 1.17, -3.08], [0.79, 0.29, -4.49], [0.61, 2.64, -2.82], [2.46, -2.53, 3.35], [2.15, -3.66, 1.95], [0.90, -3.57, 3.40], [-2.19, -1.17, 1.05], [-4.08, 1.11, -1.66], [-3.84, 1.96, -0.04], [-4.96, -1.10, -0.43], [-4.85, -0.19, 1.18], [-7.20, -0.16, -0.43], [-6.21, 1.10, -1.36], [-5.96, 3.09, 0.51], [3.16, -0.73, -2.19], [2.20, -1.84, -1.09], [1.89, 2.08, -0.21], [3.06, 3.30, 1.82], [4.98, 2.06, 3.21], [5.73, -0.51, 2.60], [4.54, -1.81, 0.52], [1.64, 0.13, -5.07], [0.52, -0.67, -4.20], [0.44, 2.73, -1.85]]
}

---

Entry 4:
{
  "formula": "C6H13B3Cl4O4S",
  "method": "the ωB97M-V functional and the def2-TZVPD basis",
  "molar_mass_g_mol": 355.481,
  "orbital_gap_ev": 9.7,
  "smiles": "CC[C@@H](Cl)B1OB(S)OB(CCO)O1.ClC(Cl)Cl",
  "total_charge": 0,
  "symbols": ["C", "C", "C", "Cl", "B", "O", "B", "S", "O", "B", "C", "C", "O", "O", "H", "H", "H", "H", "H", "H", "H", "H", "H", "H", "H", "H", "C", "Cl", "Cl", "Cl", "H"],
  "positions_angstrom": [[1.02, 0.68, 2.03], [-0.54, 0.17, 2.01], [-1.06, -0.37, 0.55], [-2.88, -0.14, 0.24], [-0.26, 0.23, -0.75], [0.17, 1.62, -0.96], [1.46, 1.71, -1.67], [2.23, 3.46, -1.81], [2.20, 0.57, -2.28], [1.61, -0.73, -1.78], [2.56, -1.94, -1.20], [2.09, -3.45, -1.63], [1.09, -3.51, -2.71], [0.11, -0.77, -1.82], [1.73, -0.11, 1.49], [1.42, 0.69, 3.16], [1.12, 1.75, 1.55], [-1.29, 0.95, 2.49], [-0.58, -0.77, 2.74], [-0.88, -1.55, 0.55], [3.55, 3.44, -1.31], [3.72, -1.78, -1.41], [2.46, -1.90, -0.01], [3.05, -4.02, -2.05], [1.65, -3.99, -0.67], [1.52, -3.39, -3.61], [-5.36, 2.58, 1.72], [-5.16, 2.57, 3.48], [-6.80, 1.65, 1.26], [-5.49, 4.25, 1.12], [-4.49, 2.12, 1.26]]
}

---

Entry 5:
{
  "formula": "CH2N2OS2",
  "method": "the ωB97M-V functional and the def2-TZVPD basis",
  "molar_mass_g_mol": 122.174,
  "orbital_gap_ev": [7.8, 7.8],
  "total_charge": 0,
  "symbols": ["C", "N", "N", "O", "S", "S", "H", "H"],
  "positions_angstrom": [[2.56, 0.91, -0.06], [3.06, 1.96, -0.06], [-1.82, -0.04, 0.22], [-0.75, -2.13, -0.66], [1.61, -0.54, -0.13], [-0.61, -1.22, 0.43], [-2.58, 0.18, -0.44], [-1.48, 0.87, 0.70]]
}

---

Entry 6:
{
  "formula": "C10H16O",
  "method": "the ωB97M-V functional and the def2-TZVPD basis",
  "molar_mass_g_mol": 152.237,
  "orbital_gap_ev": 9.2,
  "smiles": "Cc1ccc(O)cc1.CCC",
  "total_charge": 0,
  "symbols": ["C", "C", "C", "H", "H", "H", "H", "H", "H", "H", "H", "C", "C", "C", "C", "C", "C", "C", "O", "H", "H", "H", "H", "H", "H", "H", "H"],
  "positions_angstrom": [[-1.38, -0.47, -1.31], [-0.50, 0.02, -2.58], [-2.20, -1.72, -1.36], [-2.00, 0.37, -0.89], [-0.62, -0.62, -0.53], [0.35, 0.65, -2.22], [-0.28, -0.82, -3.18], [-2.07, -2.24, -0.43], [-1.96, -2.33, -2.16], [-1.14, 0.60, -3.15], [-3.20, -1.52, -1.32], [-0.07, 2.62, 1.98], [0.27, 0.12, 2.20], [0.60, 1.34, 1.49], [0.75, -1.09, 1.72], [1.71, -1.02, 0.63], [1.43, 1.39, 0.36], [2.07, 0.18, 0.05], [2.26, -2.17, -0.04], [-0.50, 0.10, 2.94], [0.18, -2.00, 1.96], [-0.94, 2.57, 2.57], [-0.18, 3.47, 1.15], [1.49, 2.34, -0.08], [2.39, -3.05, 0.52], [2.81, 0.23, -0.77], [0.71, 3.07, 2.46]]
}

---

Entry 7:
{
  "formula": "C16H19BrN4O3S",
  "method": "the ωB97M-V functional and the def2-TZVPD basis",
  "molar_mass_g_mol": 427.324,
  "orbital_gap_ev": 8.8,
  "smiles": "CC(C)CCNC(=O)NC(=O)CSc1nnc(-c2ccccc2Br)o1",
  "total_charge": 0,
  "symbols": ["C", "H", "H", "H", "C", "C", "H", "H", "H", "C", "C", "N", "C", "O", "N", "C", "O", "C", "H", "H", "S", "C", "N", "N", "C", "C", "C", "C", "C", "C", "C", "H", "H", "H", "H", "Br", "O", "H", "H", "H", "H", "H", "H", "H"],
  "positions_angstrom": [[-8.45, -0.46, -2.12], [-9.26, -1.05, -2.55], [-8.04, 0.17, -2.90], [-8.87, 0.17, -1.34], [-7.37, -1.38, -1.53], [-7.98, -2.28, -0.47], [-8.84, -2.82, -0.88], [-8.32, -1.70, 0.38], [-7.27, -3.02, -0.12], [-6.24, -0.52, -0.96], [-5.02, -1.34, -0.51], [-3.95, -0.48, -0.06], [-3.75, -0.24, 1.24], [-4.30, -0.79, 2.17], [-2.78, 0.76, 1.52], [-2.14, 1.60, 0.67], [-2.22, 1.55, -0.53], [-1.34, 2.67, 1.40], [-1.99, 3.50, 1.65], [-0.85, 2.28, 2.29], [-0.06, 3.37, 0.31], [0.95, 1.97, 0.28], [0.75, 0.85, 0.91], [1.80, 0.07, 0.64], [2.60, 0.73, -0.14], [3.87, 0.34, -0.69], [4.48, -0.88, -0.40], [5.72, -1.20, -0.94], [6.37, -0.30, -1.77], [5.78, 0.92, -2.07], [4.54, 1.24, -1.53], [4.08, 2.18, -1.76], [6.28, 1.63, -2.71], [7.33, -0.55, -2.18], [6.17, -2.15, -0.71], [3.66, -2.16, 0.72], [2.10, 1.98, -0.42], [-2.62, 0.85, 2.52], [-3.46, 0.09, -0.74], [-4.66, -1.96, -1.34], [-5.29, -1.99, 0.33], [-5.91, 0.19, -1.73], [-6.61, 0.05, -0.11], [-6.97, -2.00, -2.34]]
}

---

Entry 8:
{
  "formula": "C6H14N2S",
  "method": "the ωB97M-V functional and the def2-TZVPD basis",
  "molar_mass_g_mol": 146.259,
  "orbital_gap_ev": [8.2, 8.2],
  "smiles": "CC(C)=[S@H]1=NCCCN1",
  "total_charge": 0,
  "symbols": ["C", "C", "C", "C", "C", "C", "N", "N", "S", "H", "H", "H", "H", "H", "H", "H", "H", "H", "H", "H", "H", "H", "H"],
  "positions_angstrom": [[-0.69, -1.64, -0.98], [0.81, 2.41, 0.98], [0.99, 2.26, -0.55], [1.22, 1.13, 1.70], [-0.56, -3.03, -0.44], [-2.03, -1.18, -1.47], [0.09, 1.42, -1.21], [0.31, 0.02, 1.48], [0.23, -0.45, -0.24], [1.42, 3.25, 1.33], [-0.24, 2.63, 1.19], [0.76, 3.21, -1.05], [2.06, 2.04, -0.76], [2.21, 0.81, 1.34], [1.29, 1.30, 2.78], [-1.11, -3.18, 0.49], [-0.95, -3.72, -1.18], [0.49, -3.27, -0.25], [-2.27, -1.69, -2.40], [-1.98, -0.11, -1.66], [-2.84, -1.39, -0.76], [-0.63, 0.29, 1.75], [1.42, -1.10, -0.10]]
}